# C57H114O19

19 unconnected molecules or ions with the total composition C57H114O19 in a non-equilibrium geometry (wB97M-V/def2-TZVPD, OMol25).

Each line ends with the Löwdin charge.
Positions of all 190 atoms, in Å:
C (-12.616, -12.139, 18.805)  -0.02
C (-12.209, -12.790, 17.527)  -0.48
O (-12.104, -12.134, 16.497)  0.04
C (-11.952, -14.298, 17.583)  0.00
H (-11.879, -12.234, 19.600)  0.09
H (-13.562, -12.544, 19.131)  0.05
H (-12.787, -11.087, 18.527)  0.07
H (-10.922, -14.546, 17.437)  0.07
H (-12.642, -14.853, 16.958)  0.08
H (-12.156, -14.649, 18.618)  0.07
C (-18.272, -6.059, 16.232)  0.00
C (-18.558, -6.191, 17.736)  -0.48
O (-19.329, -7.014, 18.183)  0.05
C (-17.641, -5.363, 18.571)  -0.03
H (-19.175, -6.360, 15.726)  0.08
H (-17.467, -6.733, 16.054)  0.04
H (-18.054, -5.031, 15.912)  0.09
H (-17.769, -5.516, 19.618)  0.08
H (-17.693, -4.319, 18.324)  0.08
H (-16.631, -5.694, 18.382)  0.07
C (-14.445, -14.866, 20.963)  -0.01
C (-15.167, -14.850, 19.643)  -0.52
O (-15.531, -13.775, 19.199)  0.02
C (-15.458, -16.131, 18.973)  0.00
H (-14.315, -13.831, 21.247)  0.08
H (-13.426, -15.237, 20.760)  0.09
H (-14.825, -15.554, 21.689)  0.07
H (-15.867, -15.915, 17.988)  0.08
H (-16.326, -16.511, 19.601)  0.08
H (-14.686, -16.855, 18.927)  0.07
C (-22.417, -10.435, 15.873)  -0.01
C (-22.929, -9.534, 17.017)  -0.47
O (-23.590, -10.036, 17.876)  0.05
C (-22.481, -8.075, 17.084)  0.00
H (-23.218, -10.934, 15.302)  0.06
H (-21.811, -11.262, 16.377)  0.08
H (-21.824, -9.848, 15.125)  0.06
H (-22.797, -7.472, 16.272)  0.07
H (-21.368, -8.050, 17.215)  0.08
H (-22.944, -7.706, 17.977)  0.07
C (-23.200, -19.011, 20.445)  -0.02
C (-21.893, -19.619, 20.139)  -0.51
O (-21.607, -20.071, 19.035)  0.04
C (-20.895, -19.547, 21.228)  -0.03
H (-23.670, -19.698, 21.135)  0.09
H (-23.789, -19.048, 19.511)  0.10
H (-23.126, -18.033, 21.003)  0.11
H (-21.230, -20.093, 22.120)  0.10
H (-20.748, -18.518, 21.461)  0.07
H (-19.919, -19.988, 21.007)  0.09
C (-17.803, -13.489, 21.759)  0.02
C (-18.332, -14.947, 21.627)  -0.46
O (-17.780, -15.742, 20.896)  0.01
C (-19.557, -15.345, 22.379)  0.00
H (-16.807, -13.488, 21.378)  0.05
H (-17.890, -13.147, 22.804)  0.08
H (-18.441, -12.794, 21.176)  0.07
H (-19.431, -16.289, 22.941)  0.07
H (-20.348, -15.506, 21.618)  0.09
H (-19.818, -14.544, 23.142)  0.10
C (-13.334, -8.239, 15.155)  0.00
C (-14.092, -7.776, 16.365)  -0.48
O (-15.200, -7.296, 16.298)  0.06
C (-13.288, -7.779, 17.643)  -0.01
H (-13.927, -8.121, 14.270)  0.08
H (-13.026, -9.234, 15.416)  0.08
H (-12.412, -7.660, 15.037)  0.09
H (-12.317, -7.396, 17.528)  0.06
H (-13.052, -8.808, 17.993)  0.08
H (-13.871, -7.332, 18.468)  0.09
C (-22.764, -17.239, 16.961)  0.02
C (-22.624, -15.910, 17.743)  -0.44
O (-22.218, -15.888, 18.865)  0.05
C (-23.097, -14.645, 17.012)  0.00
H (-22.050, -17.376, 16.143)  0.07
H (-23.779, -17.350, 16.660)  0.08
H (-22.488, -18.014, 17.687)  0.05
H (-24.165, -14.389, 17.205)  0.11
H (-22.965, -14.574, 15.956)  0.03
H (-22.472, -13.851, 17.375)  0.04
C (-22.146, -9.943, 11.309)  -0.02
C (-20.945, -10.846, 11.455)  -0.48
O (-19.922, -10.594, 10.835)  0.05
C (-21.077, -12.080, 12.309)  -0.02
H (-23.127, -10.488, 11.163)  0.10
H (-22.047, -9.331, 10.428)  0.07
H (-22.283, -9.316, 12.125)  0.05
H (-21.742, -11.899, 13.162)  0.06
H (-20.129, -12.258, 12.834)  0.07
H (-21.254, -13.033, 11.768)  0.11
C (-20.293, -14.879, 14.234)  -0.01
C (-21.054, -16.089, 13.746)  -0.45
O (-22.205, -16.290, 14.001)  0.05
C (-20.125, -17.157, 13.153)  0.01
H (-20.815, -14.014, 14.649)  0.07
H (-19.553, -14.453, 13.528)  0.09
H (-19.801, -15.342, 15.049)  0.05
H (-20.572, -17.655, 12.338)  0.07
H (-19.931, -17.838, 13.946)  0.06
H (-19.164, -16.784, 12.873)  0.07
C (-17.678, -8.547, 13.316)  -0.01
C (-18.760, -8.971, 14.205)  -0.52
O (-19.927, -8.801, 13.992)  0.06
C (-18.315, -9.538, 15.539)  -0.03
H (-18.063, -8.225, 12.350)  0.09
H (-16.915, -9.298, 13.152)  0.09
H (-17.290, -7.727, 13.899)  0.07
H (-18.244, -10.632, 15.494)  0.05
H (-19.043, -9.163, 16.282)  0.09
H (-17.250, -9.196, 15.672)  0.09
C (-20.782, -8.886, 21.716)  -0.02
C (-19.845, -9.913, 22.219)  -0.49
O (-18.879, -10.273, 21.532)  0.02
C (-20.024, -10.338, 23.664)  -0.03
H (-20.553, -8.007, 22.315)  0.09
H (-21.836, -9.033, 21.944)  0.08
H (-20.761, -8.705, 20.668)  0.08
H (-19.798, -9.428, 24.266)  0.09
H (-19.283, -11.150, 23.962)  0.10
H (-21.033, -10.528, 23.964)  0.06
C (-24.112, -11.767, 20.556)  -0.01
C (-22.648, -11.922, 20.854)  -0.41
O (-22.127, -11.638, 21.910)  0.05
C (-21.741, -12.693, 19.846)  0.01
H (-24.401, -10.988, 19.842)  0.07
H (-24.739, -11.520, 21.411)  0.08
H (-24.528, -12.679, 20.199)  0.07
H (-21.757, -12.373, 18.819)  0.06
H (-21.948, -13.713, 19.949)  0.04
H (-20.785, -12.553, 20.314)  0.06
C (-17.089, -18.123, 22.667)  -0.03
C (-16.100, -19.230, 22.978)  -0.48
O (-16.114, -19.898, 23.996)  0.06
C (-15.015, -19.418, 21.920)  -0.03
H (-16.499, -17.238, 22.822)  0.07
H (-17.949, -18.105, 23.360)  0.09
H (-17.437, -18.130, 21.635)  0.06
H (-15.296, -19.027, 20.979)  0.03
H (-14.718, -20.506, 21.783)  0.11
H (-14.105, -18.807, 22.206)  0.10
C (-18.870, -14.055, 18.162)  0.00
C (-19.051, -12.685, 17.528)  -0.47
O (-19.877, -12.444, 16.690)  0.05
C (-18.111, -11.618, 18.106)  -0.01
H (-18.942, -14.851, 17.381)  0.07
H (-19.614, -14.243, 19.004)  0.09
H (-17.814, -14.094, 18.572)  0.07
H (-17.062, -11.898, 18.035)  0.04
H (-18.411, -11.460, 19.178)  0.10
H (-18.152, -10.655, 17.597)  0.03
C (-19.431, -19.450, 16.823)  -0.01
C (-18.994, -18.025, 17.167)  -0.46
O (-18.535, -17.241, 16.341)  0.03
C (-19.036, -17.645, 18.606)  -0.01
H (-19.610, -19.642, 15.735)  0.09
H (-20.333, -19.811, 17.327)  0.05
H (-18.572, -20.063, 17.079)  0.09
H (-18.605, -18.426, 19.240)  0.09
H (-20.072, -17.476, 18.921)  0.08
H (-18.411, -16.783, 18.652)  0.03
C (-16.321, -14.550, 14.777)  0.00
C (-16.497, -13.078, 15.133)  -0.48
O (-17.337, -12.406, 14.595)  0.06
C (-15.538, -12.490, 16.154)  -0.01
H (-17.070, -14.821, 14.053)  0.06
H (-16.624, -15.072, 15.742)  0.09
H (-15.298, -14.812, 14.534)  0.08
H (-15.793, -11.426, 16.344)  0.08
H (-14.469, -12.553, 15.774)  0.10
H (-15.643, -13.140, 17.019)  0.05
C (-24.467, -13.034, 13.537)  -0.03
C (-24.724, -14.357, 12.855)  -0.44
O (-24.578, -14.503, 11.634)  0.04
C (-25.133, -15.473, 13.833)  -0.02
H (-24.169, -12.224, 12.900)  0.06
H (-23.638, -13.156, 14.241)  0.06
H (-25.298, -12.731, 14.186)  0.09
H (-24.542, -16.373, 13.649)  0.08
H (-26.146, -15.706, 13.675)  0.06
H (-25.167, -15.089, 14.823)  0.05
C (-16.931, -8.697, 18.969)  -0.02
C (-15.797, -9.520, 19.463)  -0.52
O (-15.249, -10.384, 18.820)  0.05
C (-15.319, -9.182, 20.832)  -0.02
H (-16.657, -7.600, 18.945)  0.08
H (-17.740, -8.715, 19.715)  0.09
H (-17.342, -9.009, 18.008)  0.05
H (-15.378, -10.125, 21.425)  0.10
H (-15.953, -8.366, 21.349)  0.11
H (-14.269, -8.842, 20.768)  0.08

DFT total energy: -99858.0202 eV
2S+1: 1

=====

# C57H126N6O9

9 unconnected molecules or ions with the total composition C57H126N6O9 in a non-equilibrium geometry (wB97M-V/def2-TZVPD, OMol25).

Each line ends with the Löwdin charge.
Positions of all 198 atoms, in Å:
C (0.738, 1.610, -7.056)  -0.03
C (0.969, 2.392, -5.739)  -0.50
C (0.709, 3.875, -5.981)  -0.04
C (-0.042, 1.848, -4.722)  -0.14
C (0.407, 0.539, -4.032)  -0.17
C (1.787, 0.663, -3.399)  -0.15
C (2.877, 1.082, -4.439)  -0.48
C (4.148, 1.552, -3.704)  -0.04
C (3.258, -0.171, -5.336)  -0.01
N (2.379, 2.302, -5.161)  -0.06
O (3.305, 2.816, -6.149)  -0.03
H (0.694, 0.485, -6.893)  0.09
H (-0.180, 2.050, -7.462)  0.09
H (1.470, 1.843, -7.777)  0.05
H (-0.304, 4.103, -6.262)  0.08
H (0.943, 4.443, -5.030)  0.10
H (1.323, 4.340, -6.742)  0.08
H (-0.114, 2.652, -3.896)  0.12
H (-1.031, 1.717, -5.157)  0.11
H (-0.186, 0.384, -3.102)  0.09
H (0.271, -0.340, -4.712)  0.11
H (2.130, -0.280, -2.945)  0.11
H (1.837, 1.412, -2.575)  0.10
H (4.014, 2.451, -3.037)  0.09
H (4.924, 1.764, -4.474)  0.09
H (4.475, 0.787, -2.974)  0.08
H (4.027, 0.146, -5.970)  0.04
H (2.485, -0.518, -6.041)  0.07
H (3.668, -0.913, -4.657)  0.08
H (3.564, 2.151, -6.785)  0.07
C (2.169, 4.710, 1.908)  -0.03
C (1.203, 3.960, 2.765)  -0.53
C (1.777, 2.603, 3.164)  -0.02
C (1.021, 4.834, 4.023)  -0.14
C (-0.121, 4.456, 4.887)  -0.21
C (-1.363, 4.513, 4.093)  -0.15
C (-1.314, 3.619, 2.816)  -0.48
C (-1.504, 2.118, 3.217)  0.00
C (-2.490, 4.084, 1.953)  -0.04
N (-0.081, 3.877, 2.093)  -0.08
O (-0.026, 3.110, 0.910)  -0.05
H (3.036, 4.938, 2.539)  0.09
H (2.516, 4.241, 0.998)  0.07
H (1.641, 5.618, 1.607)  0.10
H (1.307, 2.150, 4.036)  0.07
H (1.849, 1.853, 2.393)  0.07
H (2.802, 2.726, 3.589)  0.09
H (1.990, 4.733, 4.547)  0.13
H (0.946, 5.899, 3.662)  0.14
H (0.034, 3.427, 5.283)  0.12
H (-0.286, 5.089, 5.731)  0.11
H (-1.779, 5.559, 3.873)  0.15
H (-2.175, 4.034, 4.624)  0.11
H (-2.544, 1.916, 3.447)  0.09
H (-0.833, 1.843, 4.027)  0.06
H (-1.138, 1.460, 2.425)  0.05
H (-2.165, 4.856, 1.265)  0.09
H (-3.308, 4.378, 2.590)  0.08
H (-2.772, 3.266, 1.327)  0.05
H (-0.047, 2.115, 1.090)  0.08
C (6.809, -3.347, 1.657)  -0.03
C (6.051, -2.740, 2.878)  -0.48
C (4.788, -3.606, 3.183)  -0.02
C (7.013, -2.620, 4.047)  -0.15
C (6.742, -1.539, 5.065)  -0.21
C (6.482, -0.248, 4.411)  -0.17
C (5.373, -0.262, 3.318)  -0.50
C (4.035, -0.412, 4.034)  -0.01
C (5.466, 1.013, 2.444)  -0.02
N (5.749, -1.341, 2.411)  -0.11
O (4.830, -1.312, 1.386)  -0.04
H (7.254, -4.269, 2.004)  0.08
H (6.105, -3.467, 0.806)  0.09
H (7.589, -2.677, 1.292)  0.08
H (4.059, -3.270, 2.374)  0.09
H (4.939, -4.694, 3.137)  0.08
H (4.421, -3.390, 4.216)  0.08
H (7.054, -3.589, 4.500)  0.12
H (7.993, -2.361, 3.656)  0.12
H (5.893, -1.810, 5.700)  0.11
H (7.663, -1.399, 5.699)  0.14
H (7.421, 0.167, 3.891)  0.15
H (6.243, 0.429, 5.263)  0.13
H (4.027, 0.481, 4.668)  0.09
H (3.938, -1.246, 4.715)  0.07
H (3.194, -0.403, 3.410)  0.06
H (6.348, 1.018, 1.820)  0.08
H (5.582, 1.882, 3.091)  0.08
H (4.547, 1.111, 1.847)  0.08
H (5.341, -1.220, 0.628)  0.08
C (-4.251, -5.411, -1.914)  -0.04
C (-3.321, -4.330, -2.475)  -0.57
C (-3.508, -3.067, -1.761)  -0.04
C (-1.890, -4.766, -2.201)  -0.16
C (-0.824, -3.982, -2.915)  -0.20
C (-1.092, -3.869, -4.432)  -0.12
C (-2.556, -3.520, -4.729)  -0.53
C (-2.584, -1.979, -4.732)  -0.03
C (-2.804, -3.974, -6.163)  -0.05
N (-3.495, -4.295, -3.925)  -0.06
O (-4.761, -3.716, -4.196)  -0.02
H (-4.157, -6.367, -2.462)  0.09
H (-4.074, -5.605, -0.817)  0.10
H (-5.299, -5.086, -1.995)  0.08
H (-3.647, -3.225, -0.679)  0.10
H (-2.617, -2.415, -1.939)  0.07
H (-4.375, -2.494, -2.030)  0.08
H (-1.590, -4.836, -1.117)  0.14
H (-1.734, -5.801, -2.566)  0.13
H (-0.782, -2.983, -2.482)  0.08
H (0.092, -4.504, -2.662)  0.11
H (-0.886, -4.893, -4.800)  0.13
H (-0.429, -3.140, -4.919)  0.12
H (-2.018, -1.712, -5.649)  0.09
H (-2.203, -1.521, -3.811)  0.06
H (-3.614, -1.613, -4.790)  0.08
H (-2.821, -5.045, -6.165)  0.08
H (-1.985, -3.636, -6.792)  0.08
H (-3.739, -3.602, -6.640)  0.10
H (-5.335, -4.295, -4.671)  0.10
C (-1.021, -5.587, 6.380)  -0.04
C (-0.360, -4.439, 5.596)  -0.47
C (0.863, -3.834, 6.327)  -0.03
C (0.122, -4.981, 4.207)  -0.14
C (0.461, -3.849, 3.247)  -0.20
C (-0.626, -2.835, 3.093)  -0.13
C (-1.135, -2.283, 4.469)  -0.48
C (-0.228, -1.198, 5.061)  -0.02
C (-2.494, -1.573, 4.207)  -0.03
N (-1.452, -3.423, 5.325)  -0.10
O (-1.874, -2.960, 6.614)  -0.02
H (-2.005, -5.731, 5.964)  0.07
H (-0.440, -6.526, 6.214)  0.10
H (-1.103, -5.342, 7.450)  0.09
H (0.637, -3.006, 7.008)  0.09
H (1.301, -4.590, 6.933)  0.07
H (1.637, -3.492, 5.702)  0.04
H (1.019, -5.614, 4.438)  0.13
H (-0.600, -5.724, 3.830)  0.12
H (1.353, -3.344, 3.704)  0.11
H (0.731, -4.270, 2.261)  0.11
H (-1.451, -3.328, 2.540)  0.13
H (-0.313, -2.030, 2.447)  0.09
H (-0.739, -0.702, 5.869)  0.08
H (0.192, -0.533, 4.353)  0.07
H (0.616, -1.657, 5.557)  0.05
H (-2.553, -0.901, 5.069)  0.07
H (-3.355, -2.243, 4.067)  0.09
H (-2.487, -0.926, 3.351)  0.06
H (-2.680, -3.477, 6.580)  0.10
C (-2.173, 3.459, -1.627)  -0.02
C (-3.545, 3.203, -2.312)  -0.52
C (-3.608, 3.826, -3.630)  -0.06
C (-3.621, 1.649, -2.583)  -0.11
C (-5.032, 1.298, -3.174)  -0.15
C (-6.090, 1.770, -2.188)  -0.16
C (-6.055, 3.252, -1.850)  -0.47
C (-6.667, 4.192, -2.971)  -0.01
C (-6.885, 3.322, -0.548)  -0.05
N (-4.656, 3.581, -1.440)  -0.09
O (-4.544, 4.939, -0.980)  -0.03
H (-1.667, 4.452, -1.705)  0.09
H (-2.236, 3.183, -0.539)  0.06
H (-1.415, 2.729, -1.988)  0.06
H (-2.934, 3.306, -4.301)  0.08
H (-4.605, 3.691, -4.087)  0.06
H (-3.494, 4.910, -3.729)  0.10
H (-2.787, 1.431, -3.304)  0.11
H (-3.383, 1.078, -1.670)  0.11
H (-5.086, 1.825, -4.160)  0.12
H (-5.098, 0.253, -3.304)  0.08
H (-5.984, 1.185, -1.236)  0.14
H (-7.033, 1.497, -2.568)  0.10
H (-7.608, 4.678, -2.587)  0.09
H (-6.930, 3.632, -3.831)  0.06
H (-6.030, 5.001, -3.209)  0.05
H (-6.329, 2.928, 0.273)  0.07
H (-7.837, 2.780, -0.577)  0.09
H (-7.154, 4.366, -0.358)  0.08
H (-4.352, 4.932, -0.003)  0.11
C (1.756, 4.256, -2.080)  -0.13
O (2.033, 3.194, -1.146)  -0.15
H (0.678, 4.494, -2.250)  0.08
H (2.279, 5.145, -1.880)  0.06
H (2.057, 3.887, -3.056)  0.04
H (1.306, 3.258, -0.521)  0.02
C (-0.425, 0.137, -0.367)  -0.15
O (-0.071, 0.222, 0.982)  -0.17
H (-0.814, -0.890, -0.656)  0.09
H (-1.298, 0.770, -0.487)  0.07
H (0.410, 0.436, -0.990)  0.07
H (0.820, -0.242, 0.962)  0.08
C (1.526, -2.707, -0.166)  -0.14
O (2.059, -1.600, 0.556)  -0.12
H (1.655, -2.497, -1.229)  0.07
H (1.884, -3.752, 0.095)  0.10
H (0.452, -2.735, 0.026)  0.06
H (2.976, -1.695, 0.736)  0.03

DFT total energy: -88510.8824 eV
2S+1: 1

=====

In eV, the HOMO level values for the records above are, in order, -8.9; -8.2.
In Ha, the HOMO-LUMO gap values for the records above are, in order, 0.3364; 0.3104.
In eV, the energy relative to the best compared isomer or geometry (same formula, charge and spin) values for the records above are, in order, 0.561; 2.171.